Here is the ion C7H9N2 with charge +1 in a non-equilibrium geometry from the Open Molecules 2025 dataset. Energies are from the ωB97M-V functional and the def2-TZVPD basis.

Each line ends with the Löwdin charge.
Geometry (Å):
H -1.7775 -1.4136 -0.3264  0.15
H 1.3532 -1.6133 -0.0599  0.13
H -2.4395 0.6204 -1.3938  0.14
C 3.1708 0.6790 -0.6301  0.10
C 2.2439 0.3650 0.3149  -0.28
H 3.3104 0.1452 -1.5398  0.12
H -3.3308 0.8488 0.1725  0.16
C -0.1665 1.3357 -0.1688  -0.07
N -1.3729 1.8390 -0.1337  0.04
H 3.8611 1.5925 -0.5480  0.14
C -2.2807 0.7807 -0.2811  -0.19
N -0.0718 0.0153 0.0197  -0.07
C 1.1641 -0.6815 0.4425  -0.05
C -1.5343 -0.4626 0.2336  -0.05
H -1.7005 -0.5092 1.2840  0.11
H 1.0089 -0.9211 1.4591  0.13
H -1.5773 2.8842 -0.2686  0.21
C 2.1471 1.7294 0.3764  0.28

Forces on atoms 1 to 6 (eV/Å):
0.3 1.2 0.8
0.0 -0.1 -0.7
-0.1 0.2 1.1
1.9 1.2 0.2
-0.7 -0.1 -0.2
-0.1 -0.6 -0.7

**Multiplicity**: 1
**Energy relative to the best compared isomer or geometry (same formula, charge and spin)**: 166.0 kcal per mole
**LUMO level**: -5.1 eV
**Total charge**: +1

=====

Here is the ion C7H9N2 with charge +1 in a non-equilibrium geometry from the Open Molecules 2025 dataset. Energies are from the ωB97M-V functional and the def2-TZVPD basis.

Each line ends with the Löwdin charge.
Geometry (Å):
H -0.1370 -1.8353 -0.7826  0.16
H 0.1472 2.1649 0.8025  0.17
H -1.6970 2.3106 -0.9130  0.15
C -1.6035 0.3825 -0.2115  -0.34
H 2.3160 -1.9734 -0.8637  0.14
N -2.1530 1.3431 -0.6774  0.19
H -1.5917 -1.6031 0.9251  0.05
H 3.6483 -0.1543 -0.1589  0.12
C 0.4882 -1.0251 -0.3502  -0.01
H -3.3134 -0.4716 0.9745  0.11
C -2.3835 -0.9579 0.4954  0.01
C 1.8299 -1.1146 -0.3898  -0.02
C 2.6067 -0.0334 -0.0147  0.03
C 1.9642 1.1565 0.4170  0.03
N -0.1138 0.1531 -0.0382  0.00
H -2.7453 -1.6939 -0.3684  0.11
C 0.5719 1.2090 0.3745  -0.03
H 2.1658 2.1428 0.7794  0.12

Forces on atoms 1 to 6 (eV/Å):
0.2 0.8 0.6
-0.4 -1.6 -1.0
-0.7 -2.8 0.2
-0.2 -5.8 2.4
-0.3 0.1 0.6
-0.3 4.6 -0.9

**Multiplicity**: 1
**SMILES**: [H]/N=C(/C)[n+]1ccccc1
**Energy relative to the best compared isomer or geometry (same formula, charge and spin)**: 55.8 kcal per mole
**LUMO level**: -4.9 eV
**Total charge**: +1

=====

Here is a cluster of 2 separate species, C7H9N2O in total in a non-equilibrium geometry from the Open Molecules 2025 dataset. Energies are from the ωB97M-V functional and the def2-TZVPD basis.

Each line ends with the Löwdin charge.
Geometry (Å):
H -2.4697 2.5930 -0.7717  0.07
C -0.3456 -0.3184 -0.2900  -0.01
H 0.5329 0.5478 -2.3129  0.02
H 2.9831 -0.6634 0.1877  0.09
C -2.3247 1.4775 -0.5086  -0.49
H 1.8744 1.2995 -1.5418  0.05
C 0.0073 -1.2498 1.8033  -0.11
H -0.4685 -1.5656 2.8243  0.15
H -3.2735 0.9222 -0.3714  0.03
H -1.9000 1.5716 0.5731  0.06
H 2.0816 -0.4012 -2.3991  0.09
C 1.9336 -0.8164 0.3945  -0.07
N -0.8608 -0.8404 0.8869  -0.27
C 1.4764 0.3577 -1.8090  -0.08
C 1.0052 -0.2917 -0.5063  -0.30
O -2.0847 -0.9496 1.2044  -0.14
N -1.4382 1.1002 -1.4459  -0.07
C 1.3593 -1.2480 1.5971  -0.12
H 1.9120 -1.5250 2.4855  0.08

Forces on atoms 1 to 6 (eV/Å):
-0.5 -1.1 0.2
-3.2 1.7 -1.1
0.1 0.2 -0.5
0.2 -0.4 0.3
-0.8 2.2 3.2
1.2 0.9 -0.2

**Multiplicity**: 1
**Energy relative to the best compared isomer or geometry (same formula, charge and spin)**: 101.8 kcal per mole
**LUMO level (spin up / spin down)**: 3.7 / 3.7 eV
**Total charge**: -1

=====

Here is a cluster of 2 separate species, C7H9N2S2 in total in a non-equilibrium geometry from the Open Molecules 2025 dataset. Energies are from the ωB97M-V functional and the def2-TZVPD basis.

Each line ends with the Löwdin charge.
Geometry (Å):
H -3.6177 -0.9187 0.4610  0.09
N 4.0682 -0.6087 0.4773  0.19
H 4.8086 -0.4470 -0.2037  0.13
H 0.0297 2.2243 -0.3055  0.05
C -0.0288 -2.4411 -0.7030  -0.27
C -0.8921 1.6979 -0.2016  -0.01
H -2.5285 3.2450 -0.0892  0.15
C -3.2496 1.2490 0.0856  -0.03
S 1.8217 0.6800 -0.9939  0.77
H 3.1264 -0.0751 0.1959  -0.04
S -1.4647 -2.3247 0.0273  1.03
H 3.8473 -1.6186 0.4286  0.14
C -2.1934 2.1494 -0.0636  -0.04
H -4.2173 1.5184 0.1012  0.08
C -2.9796 -0.0979 0.3016  -0.08
C -0.5959 0.2705 -0.2313  -0.43
C -1.7334 -0.5616 -0.0329  -0.41
N 0.6297 -0.1573 -0.2914  -0.44
H 0.7048 -3.1973 -0.3864  0.00
H 4.4647 -0.5864 1.4238  0.14

Forces on atoms 1 to 6 (eV/Å):
-1.7 -0.2 0.3
0.1 -2.0 0.8
-0.1 0.3 0.0
0.0 1.2 0.1
1.0 1.4 0.4
-0.3 -1.6 -0.2

**Multiplicity**: 1
**Energy relative to the best compared isomer or geometry (same formula, charge and spin)**: 111.9 kcal per mole
**LUMO level (spin up / spin down)**: -5.0 / -5.1 eV
**Total charge**: +1

=====

Here is the molecule C7H9N3O2 in a non-equilibrium geometry from the Open Molecules 2025 dataset. Energies are from the ωB97M-V functional and the def2-TZVPD basis.

Each line ends with the Löwdin charge.
Geometry (Å):
H 3.3787 1.8220 0.2980  0.13
N -0.5022 -0.8097 0.2337  0.15
C -1.6088 -0.2741 -0.3302  -0.52
H 4.8447 -0.4969 -0.0666  0.16
C 3.6207 -0.4155 -0.0740  -0.23
C 0.8757 -0.5402 -0.0645  -0.22
H -4.8919 -0.8815 0.7390  0.12
C -4.0133 -0.3789 0.1073  -0.04
O -2.6493 -0.9294 -0.0787  0.00
N 2.9783 -1.5634 -0.2943  0.05
H -0.5778 -1.5538 0.9228  0.16
H -0.3497 1.8966 0.0969  0.06
H -3.9756 0.6000 0.6989  0.09
H 1.1612 -2.4278 -0.1091  0.12
C 1.4478 0.7970 0.0870  -0.13
O -1.6609 1.0131 -0.6559  -0.05
C 2.9857 0.7549 0.0380  -0.04
N 0.7050 2.0285 0.1220  0.07
H 1.2122 2.8591 -0.4400  0.16
H -4.6274 0.0021 -0.9532  0.16
C 1.6470 -1.5021 -0.2771  -0.18

Forces on atoms 1 to 6 (eV/Å):
0.0 -2.3 -0.7
0.9 -0.8 -0.3
1.6 8.5 1.1
-3.3 0.4 0.1
3.7 -1.8 -0.9
-4.4 9.3 1.7

**Multiplicity**: 1
**SMILES**: COC(=O)Nc1cnccc1N
**Energy relative to the best compared isomer or geometry (same formula, charge and spin)**: 103.4 kcal per mole
**LUMO level**: 0.5 eV